The following is a DFT calculation (ωB97M-V/def2-TZVPD) of C36H38Cl2NO2PPtSi as an isolated structure at a distorted geometry.

As for the largest force on an atom: 3.8 eV/A. The highest occupied orbital energy (alpha / beta) is -6.6693 / -6.6670 eV. The value obtained for the relative energy (zero: lowest compared OMol25 entry of this formula, charge and spin) is 240.46 kJ/mol. The value obtained for the total energy is -3270.4632 hartree.

The geometry in ORCA input format:
```
! wB97M-V def2-TZVPD RIJCOSX def2/J DEFGRID3
* xyz 0 1
Pt -0.1574 -0.0586 0.4592
O 2.1791 0.0352 -0.8390
C 1.8830 0.0336 0.3179
C 2.6337 0.2048 1.5321
C 4.0348 0.0823 1.5117
C 4.7451 0.0343 2.6878
C 4.0866 0.1046 3.9144
C 2.7132 0.2735 3.9511
C 1.9868 0.3451 2.7712
P 0.2110 0.5824 2.6424
C -0.0741 2.3843 2.4921
C 0.9550 3.3197 2.4708
C 0.6839 4.6491 2.1674
C -0.6159 5.0528 1.9081
C -1.6532 4.1264 1.9620
C -1.3840 2.8002 2.2471
C -0.4661 0.1975 4.2869
C -0.4817 -1.1411 4.6774
C -0.9430 -1.4940 5.9337
C -1.3853 -0.5135 6.8112
C -1.3799 0.8191 6.4243
C -0.9269 1.1781 5.1632
H 4.5272 -0.0058 0.5511
H 5.8212 -0.0835 2.6657
H 4.6520 0.0245 4.8333
H 2.1908 0.3495 4.8968
H 1.9677 2.9962 2.6831
H 1.4913 5.3700 2.1300
H -0.8241 6.0891 1.6754
H -2.6688 4.4444 1.7613
H -2.1825 2.0691 2.2760
H -0.1282 -1.8943 3.9848
H -0.9640 -2.5354 6.2296
H -1.7283 -0.7849 7.8015
H -1.7216 1.5849 7.1093
H -0.9258 2.2175 4.8628
N 0.0078 2.0181 -0.8866
H 0.6021 2.7352 -0.4863
H -0.8733 2.4416 -1.1498
H 0.4663 1.6638 -1.7181
Cl -2.2590 -0.2002 -1.3061
C -3.9016 -0.3600 -0.6601
Cl -4.3144 0.9670 0.4369
H -3.9540 -1.2914 -0.1072
H -4.6010 -0.3365 -1.4869
C -1.8317 -4.9137 -1.0711
C -0.5767 -5.0436 -0.2088
C -0.6476 -6.3324 0.6159
C 0.6650 -5.0830 -1.1016
Si -0.4333 -3.4889 0.9170
O -0.3406 -2.2292 -0.0374
C 1.0879 -3.7355 2.0372
C 1.0235 -4.2235 3.3444
C 2.1696 -4.4235 4.1023
C 3.4146 -4.1496 3.5571
C 3.5035 -3.6684 2.2586
C 2.3519 -3.4554 1.5144
C -1.9607 -3.3502 2.0629
C -2.3946 -4.3356 2.9543
C -3.4807 -4.1265 3.7953
C -4.1796 -2.9289 3.7515
C -3.7768 -1.9370 2.8692
C -2.6785 -2.1517 2.0487
H -1.9196 -5.7717 -1.7484
H -1.7945 -4.0028 -1.6729
H -2.7329 -4.8764 -0.4522
H -0.6092 -7.2102 -0.0409
H -1.5801 -6.3879 1.1824
H 0.1904 -6.4027 1.3154
H 0.5827 -5.8982 -1.8301
H 1.5666 -5.2490 -0.5056
H 0.7843 -4.1427 -1.6443
H 0.0574 -4.4513 3.7809
H 2.0890 -4.8055 5.1134
H 4.3134 -4.3236 4.1370
H 4.4753 -3.4605 1.8274
H 2.4284 -3.0722 0.5007
H -1.8752 -5.2864 3.0000
H -3.7869 -4.9027 4.4873
H -5.0347 -2.7771 4.3987
H -4.3147 -0.9963 2.8220
H -2.3462 -1.3641 1.3824
*
```

Here are the Löwdin charges for atoms 1 to 2, given in e: Pt 0.74; O 0.06

The following is a DFT calculation (ωB97M-V/def2-TZVPD) of a 2-piece molecular cluster, C3H5NO2 overall at a distorted geometry.

As for the largest force on an atom: 1.8 eV/A. The highest occupied orbital energy is -8.4100 eV. The value obtained for the relative energy (zero: lowest compared OMol25 entry of this formula, charge and spin) is 388.74 kJ/mol. The value obtained for the total energy is -322.4263 hartree.

The geometry in ORCA input format:
```
! wB97M-V def2-TZVPD RIJCOSX def2/J DEFGRID3
* xyz 0 1
C -1.8336 0.4675 -0.0629
C -0.1725 -1.0177 -0.2626
O 0.2879 -2.1086 -0.4820
C 0.7512 0.1466 0.1098
O 0.1918 1.2018 0.3144
N 2.0563 -0.0816 0.1775
H -2.3258 -0.1266 0.6870
H -1.8807 1.5389 0.2041
H -2.1403 0.3238 -1.0848
H 2.3839 -1.0143 -0.0180
H 2.6819 0.6702 0.4175
*
```

Here are the natural (NBO) charges for atoms 1 to 2, given in e: C -0.52; C 0.46

The following is a DFT calculation (ωB97M-V/def2-TZVPD) of C21H23MoN5S as an isolated structure at a distorted geometry.

As for the largest force on an atom: 4.8 eV/A. The highest occupied orbital energy (alpha / beta) is -14.1735 / -14.1721 eV. The value obtained for the relative energy (zero: lowest compared OMol25 entry of this formula, charge and spin) is 95.84 kJ/mol. The value obtained for the total energy is -1553.7057 hartree.

The geometry in ORCA input format:
```
! wB97M-V def2-TZVPD RIJCOSX def2/J DEFGRID3
* xyz 2 1
Mo 0.0682 0.2356 -0.0265
C 4.3710 0.1935 0.2883
C 4.7850 -0.3517 -0.9409
C 3.8255 -0.7484 -1.8389
C 2.4644 -0.5788 -1.5420
N 2.0559 -0.0149 -0.3424
C 3.0358 0.3348 0.5405
C 1.3728 -0.9117 -2.4025
C 1.4656 -1.5388 -3.6566
C 0.3279 -1.8424 -4.3624
C -0.9217 -1.4982 -3.8142
C -0.9566 -0.8684 -2.6022
N 0.1466 -0.5540 -1.8795
H 5.0954 0.4871 1.0304
H 5.8331 -0.4712 -1.1620
H 4.1098 -1.1836 -2.7827
H 2.6998 0.7182 1.5008
H 2.4330 -1.7966 -4.0557
H 0.3847 -2.3417 -5.3153
H -1.8356 -1.7447 -4.3312
H -1.8934 -0.6108 -2.1152
N -2.7434 2.3157 -2.1023
C -2.0826 2.7309 -1.0256
N -1.2206 1.9954 -0.3363
C -0.7347 2.7020 0.7516
C 0.1112 2.1331 1.7050
C 0.5605 2.9254 2.7475
C 0.1521 4.2580 2.8296
C -0.7213 4.8188 1.9123
C -1.1707 4.0275 0.8649
S -2.3048 4.3611 -0.4288
H -2.6875 1.3601 -2.4219
H -3.4097 2.9274 -2.5475
H 0.3274 1.0163 1.6598
H 1.2049 2.5232 3.5170
H 0.5193 4.8620 3.6420
H -1.0570 5.8395 2.0113
C -0.9019 -3.2626 0.1792
C -1.5577 -2.1678 1.0542
C -3.0640 -2.0409 0.7418
C -1.3576 -2.5045 2.5441
N -0.9206 -0.9787 0.7273
H -1.2454 -4.2433 0.4970
H 0.1862 -3.2221 0.2869
H -1.1580 -3.1209 -0.8691
H -3.4983 -3.0268 0.6038
H -3.2077 -1.4602 -0.1689
H -3.5801 -1.5422 1.5579
H -1.9215 -3.4018 2.7810
H -1.7183 -1.6930 3.1739
H -0.3064 -2.6787 2.7624
*
```

Here are the natural (NBO) charges for atoms 1 to 2, given in e: Mo 1.05; C -0.22

The following is a DFT calculation (ωB97M-V/def2-TZVPD) of a 2-piece molecular cluster, C30H40BNO6 overall at a distorted geometry.

Its structure (SMILES) is C#CC1=C(NCCC)C(=O)c2c(CC[C@H](C)CCC=C(C)C)cc(CB(O)O)cc2C1=O.O=C1CCCO1. As for the largest force on an atom: 3.4 eV/A. The highest occupied orbital energy is -8.9518 eV. The value obtained for the relative energy (zero: lowest compared OMol25 entry of this formula, charge and spin) is 526.03 kJ/mol. The value obtained for the total energy is -1698.0219 hartree.

The geometry in ORCA input format:
```
! wB97M-V def2-TZVPD RIJCOSX def2/J DEFGRID3
* xyz 0 1
C 5.0304 -0.4289 1.5446
C 4.5175 0.0852 0.5544
C 3.4127 0.5159 -0.4458
C 3.1253 -0.2143 -1.5927
N 3.8355 -1.4485 -1.9496
C 2.9481 -2.6342 -1.7244
C 3.6875 -3.8655 -1.0020
C 5.1750 -3.5210 -0.5126
C 1.9666 0.3150 -2.5559
O 2.0668 0.2616 -3.7703
C 0.7279 0.9440 -1.7870
C -0.6905 0.7783 -2.2378
C -1.0153 -0.0131 -3.5535
C -2.2714 -0.9986 -3.3649
C -1.9073 -2.2646 -2.4675
C -1.4030 -3.4310 -3.4306
C -3.1914 -2.7973 -1.6769
C -2.9629 -2.9023 -0.1002
C -1.8968 -4.0280 0.2525
C -0.9082 -3.8666 1.2017
C 0.2669 -4.9312 1.3528
C -0.8920 -2.6476 2.2280
C -1.7729 1.4015 -1.3685
C -1.4605 2.1534 -0.1073
C -2.5903 2.7719 0.8337
B -2.4075 2.0675 2.2967
O -1.2924 2.3867 3.1790
O -3.2960 1.0677 2.7892
C -0.0197 2.3357 0.3362
C 1.0342 1.7219 -0.5107
C 2.5666 1.8203 -0.0981
O 3.0481 2.8093 0.4259
H 5.6194 -0.7853 2.4305
H 4.1263 -1.4066 -2.9398
H 2.5091 -3.0501 -2.6868
H 2.0519 -2.3818 -1.0627
H 3.7868 -4.7349 -1.7333
H 3.0693 -4.2115 -0.1074
H 5.7878 -2.9858 -1.2911
H 5.0634 -2.8260 0.3718
H 5.6555 -4.4740 -0.1349
H -1.3088 0.6911 -4.4011
H -0.1626 -0.6540 -3.9159
H -2.5702 -1.3974 -4.3914
H -3.1736 -0.4388 -2.9565
H -1.1086 -1.9473 -1.7222
H -1.4722 -4.4227 -2.8931
H -2.0435 -3.5269 -4.3636
H -0.3310 -3.1790 -3.7217
H -3.4584 -3.8305 -2.0493
H -4.0774 -2.1186 -1.8718
H -3.9371 -3.2335 0.3868
H -2.6807 -1.9057 0.3540
H -1.9482 -5.0435 -0.2530
H 0.7969 -5.0525 0.3535
H -0.1251 -5.9214 1.7356
H 1.0497 -4.4775 2.0491
H -0.1453 -1.8876 1.8106
H -0.5874 -2.9797 3.2736
H -1.8863 -2.1044 2.2563
H -2.8552 1.2606 -1.6694
H -2.4291 3.8800 0.9738
H -3.6305 2.4971 0.4846
H -0.7278 1.5837 3.2389
H -2.8405 0.5286 3.4734
H 0.2311 2.9142 1.2724
O -3.2681 7.6548 2.4660
C -2.1039 7.4481 2.6706
C -1.5327 6.2572 3.3990
C -0.1176 6.7148 3.6957
C 0.1648 7.6622 2.5501
O -1.1011 8.2544 2.2294
H -1.5480 5.3899 2.7353
H -2.0882 6.0516 4.3126
H 0.6023 5.8985 3.7667
H -0.1002 7.2620 4.6427
H 0.5410 7.1429 1.6641
H 0.8737 8.4422 2.8293
*
```

Here are the Löwdin charges for atoms 1 to 2, given in e: C 0.09; C -0.04